C3I3NO2 in the gas phase. Source: the OMol25 dataset; level of theory: ωB97M-V/def2-TZVPD.

The highest occupied orbital energy (spin up / spin down) is -8.69 / -8.69 eV. The multiplicity is 1. The calculation puts the LUMO energy (spin up / spin down) at -1.45 / -1.45 eV.

```
9
Properties=species:S:1:pos:R:3:mulliken_charge:R:1
C 0.425 -0.789 0.397 -0.091
C 0.634 0.194 1.236 -0.142
C -0.449 -0.492 -0.824 0.524
N -1.002 0.736 -0.604 -0.024
O -0.694 -1.190 -1.765 -0.516
O -0.962 1.195 0.567 -0.434
I 1.577 -2.507 0.130 0.214
I 1.248 0.735 3.076 0.298
I -0.777 2.118 -2.212 0.171
```

A molecular structure, C3InO3. Source: the OMol25 dataset; level of theory: ωB97M-V/def2-TZVPD.

Its net charge is +5. The highest occupied orbital energy (spin up / spin down) is -36.88 / -35.60 eV. The multiplicity is 1. The calculation puts the LUMO energy (spin up / spin down) at -29.28 / -30.82 eV.

```
7
Properties=species:S:1:pos:R:3:mulliken_charge:R:1
O 0.116 0.947 1.968 0.278
C 0.446 1.392 3.025 0.758
O -1.879 0.075 -0.702 0.364
C -1.147 0.298 0.118 0.831
C 0.167 0.261 0.819 0.451
O 0.185 -1.112 -2.160 -0.040
In 2.113 -1.862 -3.069 2.358
```